Entry 1:
# C25H39N3O2PS6Sr

A molecular structure, C25H39N3O2PS6Sr (the ωB97M-V functional and the def2-TZVPD basis, the Open Molecules 2025 dataset).

ORCA input file:
```
! wB97M-V def2-TZVPD RIJCOSX def2/J DEFGRID3
* xyz 1 1
Sr -0.92676 -1.24090 -0.07873
C -0.74430 -3.63958 3.47737
C 0.05425 -2.53670 4.16910
S -0.08937 -0.93673 3.34922
C 1.63670 -0.41032 3.27390
C 2.60168 -1.31518 2.50374
S 2.08470 -1.61982 0.81540
C 2.13833 -3.41501 0.64468
C 1.36137 -4.23994 1.66708
S -0.42231 -3.91078 1.72530
H -0.61432 -4.57672 4.02042
H -1.81058 -3.40596 3.51289
H -0.29782 -2.45523 5.19823
H 1.10864 -2.80112 4.22076
H 1.59517 0.57600 2.80899
H 2.00720 -0.26955 4.29123
H 3.57988 -0.83023 2.49570
H 2.74080 -2.26346 3.02151
H 1.73893 -3.57542 -0.35950
H 3.17495 -3.75594 0.63920
H 1.49591 -5.29331 1.41928
H 1.75774 -4.10794 2.67276
O 0.33317 -2.00219 -1.64951
C -0.39722 -1.62124 -2.74289
C -0.58189 -2.75687 -3.72742
C -1.57151 -3.01097 -4.62994
C -1.31313 -4.17841 -5.40338
C -0.13513 -4.76924 -5.06064
S 0.65874 -3.93106 -3.80596
C -1.84817 -1.21288 -2.19565
C -2.20233 0.00651 -1.67055
C -3.16772 -0.08655 -0.61683
C -3.53091 -1.37829 -0.37095
S -2.78478 -2.47646 -1.46909
C 0.23068 -0.40042 -3.40388
C 1.48244 0.04830 -3.10420
C 1.86939 1.17087 -3.89086
C 0.89643 1.54637 -4.76619
S -0.48204 0.53856 -4.64815
H -2.44712 -2.38680 -4.75208
H -1.97238 -4.55918 -6.16895
H 0.30027 -5.66416 -5.47417
H -1.72444 0.92635 -1.96689
H -3.57232 0.76106 -0.08495
H -4.30043 -1.70942 0.30970
H 2.09045 -0.42711 -2.34832
H 2.82756 1.66399 -3.81696
H 0.91968 2.35311 -5.48076
C -2.46252 2.44105 2.26846
N -1.04949 2.81932 2.19262
C -0.41809 2.79935 3.51700
P -0.22585 2.34445 0.84872
O -0.21003 0.87051 0.54783
N 1.31339 2.86312 1.05215
C 1.57591 4.27755 1.29286
C 2.48029 2.09733 0.64007
N -0.98772 3.15450 -0.37802
C -1.59695 4.47619 -0.23347
C -0.35514 2.99138 -1.69332
H -2.58509 1.38250 2.52182
H -2.96675 2.64800 1.32579
H -2.94666 3.03687 3.04263
H -0.67407 1.88403 4.05614
H -0.76646 3.65642 4.09539
H 0.66314 2.86183 3.42925
H 0.66012 4.80061 1.56253
H 1.99998 4.75064 0.40249
H 2.28516 4.39785 2.11512
H 2.19703 1.07886 0.38764
H 3.22373 2.07575 1.44225
H 2.94451 2.54974 -0.24143
H -1.87886 4.66548 0.79783
H -2.48886 4.53650 -0.85958
H -0.90311 5.25950 -0.55442
H 0.16858 2.03760 -1.77272
H 0.36452 3.79676 -1.87247
H -1.10878 3.02625 -2.48223
*
```

Summary:
- E_tot: -110256.925 eV
- HOMO level: -10.46 eV

=====

Entry 2:
# C25H39N7O

A single C25H39N7O molecule (the ωB97M-V functional and the def2-TZVPD basis, the Open Molecules 2025 dataset).

ORCA input file:
```
! wB97M-V def2-TZVPD RIJCOSX def2/J DEFGRID3
* xyz 0 1
C 2.93800 0.98949 -1.93805
H 3.44140 1.48319 -2.76724
H 2.14129 0.36728 -2.33767
C 2.36140 2.01767 -0.97091
C 1.35677 2.93538 -1.66418
C 0.85989 3.99279 -0.68495
C 2.03321 4.73670 -0.05859
N 2.90186 3.79330 0.61703
C 3.46774 2.86270 -0.33853
H 4.17537 2.20990 0.17880
H 4.02515 3.39479 -1.13475
C 3.89770 4.42852 1.45438
H 3.45797 5.33858 1.86960
C 4.32065 3.53596 2.62428
H 4.84551 2.65073 2.25884
H 5.01956 4.09940 3.24504
C 3.13818 3.09755 3.48828
N 2.39053 2.00980 2.90305
C 1.04884 2.01151 2.77482
O 0.34383 2.93351 3.12844
C 0.47725 0.69515 2.25028
C 0.08287 -0.15736 3.46596
C -0.61945 -1.43647 3.01884
H -0.94466 -2.01107 3.88687
C -1.82917 -1.08851 2.14913
N -1.40283 -0.28751 1.02808
C -1.35148 -0.76185 -0.22655
N -0.80210 0.01267 -1.17893
C -0.78277 -0.39816 -2.43283
N -1.23966 -1.52722 -2.93807
C -1.78030 -2.30872 -2.00064
N -2.34310 -3.53940 -2.16108
C -2.75605 -3.93483 -0.91842
N -2.49391 -3.05633 0.00951
C -1.87472 -2.00944 -0.63229
C -3.44442 -5.22865 -0.68628
H -3.63062 -5.30494 0.38531
C -4.76821 -5.32945 -1.45380
C -4.59726 -5.62349 -2.94409
C -3.96862 -4.48523 -3.74792
C -2.49902 -4.23520 -3.40800
H -2.03620 -3.59839 -4.16606
H -1.95770 -5.18806 -3.36683
H -4.03117 -4.73343 -4.80924
H -4.53135 -3.56317 -3.58685
H -5.58315 -5.83426 -3.36543
H -3.99091 -6.52526 -3.06540
H -5.32925 -4.40172 -1.32287
H -5.35682 -6.13697 -1.01296
H -2.78891 -6.05358 -0.98153
H -0.33191 0.28489 -3.14235
C -0.76361 0.95377 1.38687
H -0.49412 1.46711 0.46442
H -1.46261 1.57345 1.95823
H -2.31678 -1.99167 1.78242
H -2.54421 -0.50206 2.73777
H 0.06898 -2.05491 2.43867
H -0.58968 0.42888 4.09633
H 0.97085 -0.39818 4.05556
H 1.22339 0.15685 1.65725
H 2.92295 1.23611 2.53957
H 2.43248 3.91909 3.62427
H 3.50812 2.78378 4.47391
H 4.79559 4.72370 0.88014
H 1.65576 5.44895 0.67866
H 2.57882 5.30163 -0.83932
H 0.20589 4.70365 -1.19300
H 0.29435 3.51906 0.11766
H 0.51776 2.34525 -2.03404
H 1.83889 3.42253 -2.51641
H 1.83942 1.49390 -0.16654
H 3.65849 0.34628 -1.43571
*
```

Summary:
- E_tot: -39039.071 eV
- SMILES string: C[C@@H]1CCCN(CCCNC(=O)[C@H]2CCCN(c3ncnc4c3nc3n4CCCCC3)C2)C1
- Energy relative to the best compared isomer or geometry (same formula, charge and spin): 10.4 kJ/mol
- HOMO level: -7.71 eV

=====

Entry 3:
# C25H40Br2NO11P2PbSb

A molecular structure, C25H40Br2NO11P2PbSb (the ωB97M-V functional and the def2-TZVPD basis, the Open Molecules 2025 dataset).

ORCA input file:
```
! wB97M-V def2-TZVPD RIJCOSX def2/J DEFGRID3
* xyz 0 1
Pb 3.28634 0.51587 1.27567
C -0.33580 3.50050 0.87817
C -0.02499 2.54235 2.01611
C -0.88055 2.84625 3.24631
O 1.35406 2.70151 2.32656
C -0.30204 1.09146 1.59110
O -1.52871 0.83798 1.31612
O 0.59844 0.25103 1.54073
H -0.16310 4.52249 1.21390
H -1.37343 3.39070 0.56881
H 0.30927 3.29919 0.02270
H -0.68993 3.86652 3.57848
H -0.63613 2.16152 4.06371
H -1.93742 2.73126 3.01379
H 1.51916 2.24835 3.16165
O 6.53747 -0.42049 -1.99039
P 5.15482 0.28675 -1.62160
O 4.95856 1.54414 -2.37862
O 5.15275 0.29838 -0.09300
O 4.03706 -0.78303 -2.06622
P 3.42534 -1.95815 -1.10601
O 4.71846 -2.60866 -0.42799
O 2.69603 -2.93902 -1.90726
O 2.64114 -1.20519 -0.02475
H 6.74714 -0.33374 -2.92603
H 5.30476 -1.94065 -0.04610
Br 5.99436 5.27289 -0.02139
C 4.55591 4.54033 -0.94863
C 4.16473 5.06432 -2.16563
C 3.10374 4.50601 -2.85940
Br 2.62217 5.29703 -4.49216
C 2.39573 3.36035 -2.38105
C 1.38422 2.69556 -3.08858
C 0.83018 1.55122 -2.56417
C 1.30749 1.07081 -1.34416
N 2.25625 1.69182 -0.66246
C 2.78735 2.81982 -1.14872
C 3.87914 3.41709 -0.35025
O 4.17420 2.95730 0.75092
H 4.68918 5.91236 -2.58095
H 1.06461 3.07671 -4.04856
H 0.05980 1.00453 -3.08816
H 0.93443 0.15462 -0.90826
C -2.72515 -3.41719 2.38277
C -2.16347 -1.99579 2.45802
C -0.84307 -2.01124 3.22489
C -3.15591 -1.10181 3.19753
Sb -1.80302 -1.22542 0.43453
C -1.02094 -2.96828 -0.79736
C -2.09811 -3.99475 -1.12417
C 0.12320 -3.58639 -0.00238
C -0.46522 -2.35749 -2.07802
C -3.77061 -0.72771 -0.39101
C -4.22156 0.62483 0.15773
C -4.83680 -1.77924 -0.08834
C -3.59469 -0.60028 -1.90574
H -2.94209 -3.75887 3.40071
H -2.01439 -4.11934 1.95045
H -3.65322 -3.47201 1.81336
H -1.01845 -2.45885 4.20888
H -0.44727 -1.00730 3.37474
H -0.07623 -2.59732 2.71815
H -3.24057 -1.45655 4.23011
H -4.15346 -1.14168 2.75815
H -2.82923 -0.06326 3.22111
H -2.57269 -4.41426 -0.23717
H -1.62285 -4.82112 -1.66505
H -2.87249 -3.58814 -1.77513
H -0.22763 -4.15261 0.86144
H 0.84211 -2.83241 0.32299
H 0.67135 -4.26890 -0.65881
H -1.22676 -1.82669 -2.65259
H -0.05384 -3.15432 -2.70320
H 0.37198 -1.69197 -1.87423
H -4.32001 0.62703 1.24066
H -5.20056 0.86638 -0.27097
H -3.52755 1.42059 -0.11319
H -5.07103 -1.82747 0.97580
H -4.55313 -2.77716 -0.42224
H -5.76119 -1.50649 -0.60929
H -2.81305 0.11968 -2.16344
H -4.53111 -0.24339 -2.34727
H -3.35346 -1.55289 -2.37675
*
```

Summary:
- E_tot: -221043.038 eV
- Energy relative to the best compared isomer or geometry (same formula, charge and spin): 202.1 kJ/mol
- HOMO level (alpha / beta): -8.52 / -7.17 eV

=====

Entry 4:
# C25H40BrNOP2Pd

A molecular structure, C25H40BrNOP2Pd (the ωB97M-V functional and the def2-TZVPD basis, the Open Molecules 2025 dataset).

ORCA input file:
```
! wB97M-V def2-TZVPD RIJCOSX def2/J DEFGRID3
* xyz 0 1
C -0.40110 6.26303 -5.93194
C -0.65890 5.00723 -6.49864
C -0.90605 4.86023 -7.86751
C -1.03174 6.04330 -8.60581
N -0.85449 7.21894 -8.04139
C -0.54517 7.37629 -6.76819
C -0.75129 3.88138 -5.60769
C -0.86269 3.56462 -4.37314
C -0.96196 2.75625 -3.23732
C 0.00249 2.68673 -2.18989
C -0.20083 1.83805 -1.10592
C -1.37306 1.04421 -0.99484
C -2.38263 1.24167 -1.95423
C -2.22650 2.17327 -2.98775
Pd -0.89337 1.94106 -5.44310
P 1.84485 -1.04492 -2.09466
H -1.01116 3.87362 -8.31504
H -0.12628 6.34720 -4.88123
H -1.27740 5.98026 -9.65893
H -0.40039 8.36564 -6.35488
H -3.08421 2.44893 -3.61063
H 0.91901 3.25466 -2.30772
H -3.30668 0.64670 -1.90556
H 0.58579 1.72868 -0.36414
C 1.85558 -2.47145 -0.89957
C 2.96277 -3.51874 -1.03083
H 0.86771 -2.95046 -1.00863
H 1.87047 -2.01082 0.10238
H 2.91328 -4.19053 -0.16234
H 2.83388 -4.13682 -1.93086
H 3.96884 -3.07617 -1.04057
C 2.91605 -1.57356 -3.49176
C 3.52570 -0.41461 -4.29029
H 2.26774 -2.17100 -4.15420
H 3.69568 -2.25097 -3.11858
H 3.61543 -0.70757 -5.34299
H 2.90877 0.49224 -4.24960
H 4.53381 -0.16021 -3.93968
C 2.91426 0.14344 -1.19295
C 4.33449 -0.32005 -0.91633
H 2.41666 0.37645 -0.23044
H 2.91374 1.06685 -1.79253
H 4.91020 0.52232 -0.51920
H 4.37086 -1.10314 -0.15248
H 4.84896 -0.67527 -1.81309
Br -1.49975 -0.31967 0.27301
P -2.30639 -2.81617 -3.95429
C -0.47791 -3.11095 -3.86674
C -0.14404 -4.57650 -4.15834
H -0.12053 -2.82160 -2.86246
H -0.00492 -2.44116 -4.60268
H 0.93757 -4.69567 -4.30070
H -0.44895 -5.23725 -3.33512
H -0.64832 -4.92164 -5.07091
C -2.69945 -2.58670 -2.16009
C -4.07060 -3.12622 -1.75200
H -2.61321 -1.51156 -1.94901
H -1.91006 -3.09797 -1.59002
H -4.14764 -3.12586 -0.65766
H -4.88207 -2.50319 -2.14799
H -4.21903 -4.15697 -2.09998
C -2.43462 -1.13003 -4.64186
C -2.80480 -1.22463 -6.12488
H -1.45891 -0.65215 -4.47652
H -3.20180 -0.59036 -4.07052
H -3.12634 -0.24613 -6.49961
H -1.94568 -1.54947 -6.72567
H -3.62243 -1.94121 -6.28889
O 1.47174 0.48780 1.45254
H 0.51945 0.29096 1.36772
H 1.53015 1.30442 1.98924
*
```

Summary:
- E_tot: -122207.538 eV
- HOMO level: -7.59 eV

=====

Entry 5:
# C25H40Cl4N3NdO3Si

A molecular structure, C25H40Cl4N3NdO3Si (the ωB97M-V functional and the def2-TZVPD basis, the Open Molecules 2025 dataset).

ORCA input file:
```
! wB97M-V def2-TZVPD RIJCOSX def2/J DEFGRID3
* xyz 0 4
C 3.34598 4.03381 -0.83659
C 2.62930 3.23880 0.22562
H 4.01326 4.78977 -0.38502
H 2.62668 4.58171 -1.46933
H 3.97768 3.40529 -1.47857
C 2.34605 3.80700 1.41289
C 2.51160 5.25882 1.70895
H 2.04621 3.21540 2.27954
H 1.93173 5.90849 1.03601
H 3.56415 5.56680 1.64360
H 2.17763 5.44673 2.73608
Nd -2.46567 -1.50232 -0.46567
Cl 0.10122 -1.55663 -1.09048
Cl -4.87718 -2.67840 -0.64005
H -3.47374 -6.83802 -2.83612
H -1.15563 -7.05231 -3.81883
C -3.38867 -5.74332 -2.89927
C -1.12145 -5.95424 -3.87067
N -1.97064 -5.38332 -2.83065
H -3.94996 -5.25174 -2.09953
C -1.46028 -4.49673 -1.96163
O -2.12743 -3.90823 -1.08422
H -0.09679 -5.60112 -3.70700
H -0.37434 -4.31741 -2.10443
H -3.78862 -5.45456 -3.88344
H -1.47222 -5.63950 -4.86658
H -1.54768 2.83425 -0.30246
H -1.08478 3.82483 2.45145
C -2.54303 2.82542 0.17108
C -2.13362 3.50073 2.55384
N -2.44111 2.44248 1.58552
H -3.18939 2.11612 -0.36108
C -2.49966 1.16307 1.95173
O -2.58748 0.22190 1.13377
H -2.30377 3.11605 3.56630
H -2.46202 0.97590 3.04122
H -2.94925 3.84066 0.13430
H -2.78780 4.35919 2.36253
O 1.37148 1.67831 -1.20703
C 2.31361 1.77602 -0.12176
C 0.68289 1.39615 1.74361
C 1.77795 0.95070 1.01885
H 0.12230 2.24309 1.35282
C 0.42482 0.84176 2.99739
H 3.28750 1.33467 -0.40349
C 2.39842 -0.25694 1.34356
H -0.29943 1.31087 3.65937
C 1.14087 -0.28894 3.40110
C 2.06209 -0.88982 2.54328
H 3.12681 -0.66662 0.63972
H 0.94061 -0.70606 4.38907
H 2.53583 -1.83920 2.82410
Si 1.53806 1.50444 -2.79566
Cl -3.22950 0.05856 -2.16987
C -0.18706 1.58049 -3.57108
C 2.32221 -0.16027 -3.18412
C 2.40737 2.94725 -3.69350
H -0.87751 0.79652 -3.22840
H -0.06454 1.46250 -4.66003
H -0.67226 2.55118 -3.38954
H 1.82981 3.87140 -3.55410
H 2.44063 2.76096 -4.78284
H 3.43835 3.12379 -3.37701
H 2.95138 -0.50793 -2.35443
H 2.94445 -0.06976 -4.07757
H 1.56185 -0.92417 -3.37826
Cl 1.45106 -4.99312 3.17797
C 0.08469 -3.96343 3.20494
C -0.41280 -3.47958 4.41885
C -1.47591 -2.58785 4.37616
C -2.00033 -2.22030 3.13170
N -1.54317 -2.70294 1.97440
C -0.52837 -3.58651 1.99792
H 0.03914 -3.80007 5.35619
H -1.91135 -2.15069 5.27341
H -2.83084 -1.51138 3.07414
H -0.18034 -3.97841 1.04735
*
```

Summary:
- E_tot: -110439.147 eV
- Energy relative to the best compared isomer or geometry (same formula, charge and spin): 0.0 kJ/mol
- HOMO level (alpha / beta): -8.58 / -8.59 eV

=====

Entry 6:
# C25H40ClFN3O3

2 unconnected molecules or ions with the total composition C25H40ClFN3O3 (the ωB97M-V functional and the def2-TZVPD basis, the Open Molecules 2025 dataset).

ORCA input file:
```
! wB97M-V def2-TZVPD RIJCOSX def2/J DEFGRID3
* xyz 1 1
C 2.90620 -4.41044 1.70727
C 1.80327 -5.18247 0.96992
C 0.87530 -4.32242 0.11380
C 0.08418 -3.27472 0.91713
N 0.94989 -2.09275 1.18729
C 0.30593 -0.87034 1.36186
C -0.33470 -0.59837 2.55052
C -0.42112 -1.60921 3.67180
C -1.74576 -2.40191 3.57274
O -2.88567 -1.57324 3.69969
C -0.91526 0.64170 2.73764
Cl -1.67767 1.08793 4.19633
C -0.86171 1.59855 1.72872
O -1.38493 2.83905 1.83448
C -0.58923 3.72795 2.65683
C 0.90493 3.76972 2.29411
C 1.81362 2.96079 3.25308
C 2.78770 2.03556 2.51132
C -0.26042 1.25696 0.56659
O -0.23001 2.16263 -0.44780
N 0.31446 0.05878 0.37848
C 0.93766 -0.17135 -0.93923
C -0.14450 -0.58605 -1.97591
C 0.32594 -1.70948 -2.90189
C -0.84966 -2.16801 -3.79977
N -1.94620 -2.78775 -3.00159
H 2.49110 -3.91359 2.58862
H 3.29281 -3.60484 1.07902
H 3.71611 -5.05081 2.04610
H 2.30898 -5.86555 0.28110
H 1.25665 -5.81762 1.66829
H 1.38925 -3.87806 -0.74193
H 0.11239 -4.99947 -0.28318
H -0.82894 -2.96396 0.40433
H -0.11622 -3.75230 1.87228
H 1.71488 -2.03508 0.53301
H -0.39264 -1.09711 4.62966
H 0.43327 -2.28541 3.61413
H -1.76593 -3.13754 4.38273
H -1.84267 -2.93691 2.63375
H -3.29755 -1.68008 4.56000
H -0.98774 4.73279 2.55246
H -0.66650 3.47082 3.71253
H 1.21124 4.81092 2.41168
H 1.11394 3.51072 1.25557
H 1.22118 2.31580 3.90990
H 2.39774 3.61340 3.89989
H 3.46202 2.58374 1.85293
H 2.27719 1.22719 1.98349
H 3.42510 1.55669 3.26018
H -1.01182 1.95420 -0.98273
H 1.69903 -0.94279 -0.92417
H 1.42110 0.73285 -1.29301
H -1.00922 -0.93493 -1.40102
H -0.50354 0.26425 -2.55834
H 1.13232 -1.30321 -3.51684
H 0.64792 -2.59162 -2.34276
H -1.28305 -1.27987 -4.26127
H -0.49381 -2.86287 -4.55613
H -1.53534 -3.09002 -2.12002
H -2.55499 -2.02157 -2.73081
F -0.91324 1.51307 -5.26696
C -1.21526 2.79878 -4.98248
C -1.43463 3.15529 -3.66890
C -1.74074 4.47349 -3.36408
C -1.83279 5.41320 -4.38044
C -1.61301 5.03501 -5.69911
C -1.29647 3.71925 -6.00573
H -1.36478 2.40126 -2.89712
H -1.90753 4.76666 -2.33573
H -2.07553 6.44057 -4.14508
H -1.68844 5.76671 -6.49180
H -1.11409 3.40744 -7.02544
*
```

Summary:
- E_tot: -52419.653 eV
- HOMO level: -11.49 eV

=====

Question: Which of these has the highest E_tot?
Answer: C25H39N7O